No. 1
A 4-piece molecular cluster, C16H20N4 overall. Source: the OMol25 dataset; level of theory: the ωB97M-V functional and the def2-TZVPD basis.

As for the energy relative to the best compared isomer or geometry (same formula, charge and spin): 775.2 kJ/mol. The LUMO energy comes out at 0.500 eV. As for the SMILES: c1cc[nH]c1.c1cc[nH]c1.c1cc[nH]c1.c1cc[nH]c1.

```
40
Properties=species:S:1:pos:R:3:forces:R:3
C 10.383 42.731 31.672 -0.1 0.6 1.7
C 10.572 44.021 30.987 0.0 -0.5 -2.6
C 9.593 44.973 31.401 3.9 -0.2 -1.1
N 9.140 44.401 32.518 -3.9 2.6 1.3
C 9.481 43.086 32.719 1.1 1.8 -2.8
H 10.879 41.659 31.632 -0.9 2.8 -0.3
H 11.267 44.205 30.118 -0.9 -0.4 1.1
H 9.477 46.112 31.156 0.2 -2.7 0.6
H 8.401 45.054 32.953 1.3 -2.5 0.1
H 8.893 42.692 33.463 -0.6 -1.8 1.5
C 6.387 42.621 34.402 -3.3 2.9 -4.1
C 5.864 43.062 33.121 2.2 -1.6 -2.7
C 4.860 43.960 33.361 0.1 -2.0 0.5
N 4.734 43.897 34.708 -4.0 3.5 1.9
C 5.588 43.102 35.323 -1.0 1.1 3.6
H 6.977 41.945 34.693 5.2 -5.2 1.1
H 6.255 42.663 32.082 -0.9 1.1 2.4
H 4.006 44.331 32.856 0.0 0.6 -1.0
H 4.126 44.563 35.223 0.6 -1.0 -0.6
H 5.498 42.982 36.430 0.5 0.1 -1.3
C 7.534 47.826 33.026 2.0 -10.9 12.5
C 8.450 47.482 34.279 -3.8 0.2 -2.8
C 8.002 46.368 34.896 -2.3 -0.7 -2.5
N 6.926 45.848 33.981 4.3 1.9 3.7
C 6.841 46.694 32.954 -3.5 -1.3 -1.1
H 7.596 48.406 32.375 1.3 9.5 -9.7
H 9.118 48.197 34.516 2.4 1.7 1.4
H 8.227 45.810 35.793 0.2 0.2 -0.2
H 6.408 45.033 34.171 -0.4 -0.6 -0.1
H 6.065 46.326 32.293 0.1 0.7 -0.7
C 12.995 47.214 34.598 3.7 -6.9 1.3
C 13.582 45.748 34.908 1.9 2.4 1.0
C 12.676 44.844 34.473 0.0 0.4 0.6
N 11.703 45.590 33.904 -3.4 -0.5 -3.1
C 12.000 46.980 33.823 -1.8 -5.2 0.7
H 13.520 48.030 34.724 2.4 4.1 0.9
H 14.623 45.488 35.309 -1.9 0.7 -0.3
H 12.546 43.749 34.649 0.4 1.2 -0.5
H 10.916 45.123 33.338 1.8 1.3 1.3
H 11.288 47.562 33.451 -2.7 2.5 -1.8
```
Forces are in eV/Å.

No. 2
A 4-piece molecular cluster, C16H20N4 overall. Source: the OMol25 dataset; level of theory: the ωB97M-V functional and the def2-TZVPD basis.

As for the spin multiplicity: 2. As for the energy relative to the best compared isomer or geometry (same formula, charge and spin): 0.0 kJ/mol. The LUMO energy (alpha / beta) comes out at -3.486 / -7.867 eV. As for the net charge: +1.

```
40
Properties=species:S:1:pos:R:3:forces:R:3
N 2.913 2.765 2.342 0.4 -0.8 -0.5
C 2.820 1.514 1.766 -0.7 2.5 1.1
C 3.755 0.717 2.417 1.6 -0.5 1.5
C 4.417 1.485 3.413 0.2 -2.1 -2.1
C 3.943 2.777 3.305 -1.6 0.4 -1.1
H 2.374 3.538 1.980 0.1 0.2 0.4
H 2.051 1.291 1.042 0.1 -0.1 -0.2
H 3.934 -0.312 2.141 0.1 0.0 0.2
H 5.321 1.130 3.885 -0.3 0.2 0.5
H 4.258 3.682 3.803 -0.1 0.0 0.0
N 0.444 -1.659 -2.221 -0.8 -0.2 2.2
C -0.192 -1.560 -0.993 -1.5 0.4 -0.5
C 0.702 -1.450 0.050 -0.5 -0.5 -1.4
C 1.928 -1.610 -0.613 2.1 0.4 1.6
C 1.769 -1.727 -1.949 0.5 -0.3 -1.2
H -0.059 -1.668 -3.097 0.2 -0.2 -0.2
H -1.270 -1.622 -0.971 0.0 0.2 0.0
H 0.498 -1.420 1.110 0.0 0.0 -0.2
H 2.888 -1.638 -0.119 0.1 -0.1 -0.1
H 2.501 -1.998 -2.695 -0.1 0.4 0.0
N -1.327 0.376 -4.000 -1.0 0.3 0.2
C -0.572 -0.286 -4.939 -1.0 0.7 1.2
C -1.243 -1.456 -5.195 0.6 -0.9 -0.5
C -2.389 -1.523 -4.356 -0.9 0.6 0.0
C -2.495 -0.335 -3.694 1.7 0.8 0.0
H -1.074 1.310 -3.710 -0.4 -0.2 0.1
H 0.338 0.257 -5.153 0.1 -0.7 -0.8
H -0.976 -2.193 -5.938 0.2 0.0 0.2
H -3.184 -2.242 -4.223 0.3 -0.4 -0.6
H -3.281 0.075 -3.078 0.2 -0.1 0.1
N -2.017 -0.307 2.896 1.5 0.0 -0.6
C -2.900 -0.332 3.905 -1.3 0.7 -0.3
C -3.842 0.660 3.625 0.7 -0.6 0.8
C -3.385 1.360 2.463 -1.4 0.0 0.2
C -2.270 0.739 2.024 1.0 -1.4 0.0
H -1.280 -0.992 2.808 -0.1 0.3 -0.1
H -2.782 -1.057 4.696 -0.3 0.1 0.0
H -4.728 0.776 4.232 0.1 0.4 -0.2
H -3.918 2.121 1.912 0.1 0.1 0.2
H -1.669 0.813 1.130 -0.1 0.2 0.0
```
Forces are in eV/Å.

No. 3
C16H20N4SrTe as an isolated structure. Source: the OMol25 dataset; level of theory: the ωB97M-V functional and the def2-TZVPD basis.

The LUMO energy comes out at -0.286 eV.

```
42
Properties=species:S:1:pos:R:3:forces:R:3
Sr -0.974 0.367 0.398 -0.8 -1.5 -0.4
C 1.359 0.336 1.934 0.2 -0.7 0.5
C 0.563 1.343 2.490 -0.3 0.0 0.9
C 0.340 2.314 1.516 0.4 0.9 -0.3
C 1.004 1.904 0.336 1.2 1.0 0.0
C 1.638 0.675 0.615 0.7 0.3 -0.7
H 1.758 -0.520 2.465 -0.2 0.0 -0.1
H 0.237 1.394 3.526 -0.1 -0.1 -0.3
H -0.123 3.280 1.669 -0.2 -0.1 0.0
H 1.194 2.526 -0.532 -0.2 -0.1 0.0
H 2.310 0.151 -0.052 -0.2 -0.1 0.0
Te -3.176 -0.930 2.015 -0.8 -0.3 0.5
C -4.930 -0.442 0.901 0.5 -0.1 0.4
C -5.255 0.875 0.614 0.2 0.3 0.0
C -6.386 1.177 -0.121 -0.2 0.0 -0.1
C -7.210 0.161 -0.575 -0.1 0.1 -0.1
C -6.914 -1.155 -0.261 -0.1 0.0 -0.1
C -5.783 -1.449 0.478 0.1 -0.3 -0.1
H -4.608 1.676 0.953 0.0 0.0 0.1
H -6.628 2.207 -0.341 0.0 0.1 0.0
H -8.076 0.391 -1.175 -0.2 0.1 0.0
H -7.558 -1.954 -0.599 -0.1 0.0 0.0
H -5.543 -2.477 0.710 0.0 -0.1 0.0
C 1.414 -6.860 -0.129 -0.2 -0.1 0.0
C -0.106 -6.896 -0.016 0.1 0.2 0.0
C -0.547 -6.583 1.413 0.0 -0.2 -0.2
C -0.743 -5.923 -1.028 0.0 -1.0 0.0
N -0.449 -4.553 -0.722 -0.5 1.2 0.8
C -1.030 -3.719 0.162 0.1 -0.1 -0.3
N -0.408 -2.565 0.100 -0.7 0.5 0.5
N 0.542 -2.705 -0.818 0.7 0.6 -0.3
N 0.533 -3.872 -1.308 0.6 -0.8 -1.0
H 1.859 -7.557 0.574 0.1 -0.1 0.1
H 1.796 -5.866 0.093 0.1 0.1 0.0
H 1.737 -7.134 -1.131 0.1 0.0 -0.1
H -0.463 -7.895 -0.288 0.0 0.1 0.0
H -0.113 -5.646 1.755 0.0 0.1 0.1
H -0.205 -7.365 2.086 0.0 -0.1 0.1
H -1.630 -6.521 1.486 -0.1 0.0 0.1
H -1.828 -6.053 -1.046 0.1 0.1 0.0
H -0.343 -6.114 -2.026 -0.1 0.1 0.1
H -1.856 -3.954 0.800 -0.2 0.0 0.1
```
Forces are in eV/Å.